17
Properties=species:S:1:pos:R:3:lowdin_charge:R:1 method="wB97M-V/def2-TZVPD" e_lumo_ev=2.15 e_homo_ha=-0.1536 e_tot_ev=-10457.3899 charge=-1 e_above_lowest_kcal_mol=152.8
O 3.601 -0.309 -1.213 -0.07
C 2.652 -0.330 -0.411 -0.75
O 2.583 -0.866 0.723 -0.07
C 1.346 0.279 -0.926 -0.21
C 0.337 0.873 0.043 -0.32
C -0.606 -0.140 0.629 -0.35
C -2.920 -0.748 0.786 -0.08
C -1.972 -0.129 0.064 -0.10
H 1.661 1.072 -1.629 0.10
H 0.847 -0.445 -1.583 0.08
H 0.954 1.264 0.856 0.11
H -0.352 1.678 -0.279 0.09
H -0.675 0.054 1.714 0.12
H -0.207 -1.147 0.511 0.12
H -2.876 -0.483 1.854 0.05
H -3.903 -1.124 0.511 0.02
H -0.468 0.501 -1.651 0.25

***

20
Properties=species:S:1:pos:R:3:lowdin_charge:R:1 method="wB97M-V/def2-TZVPD" e_lumo_ev="-5.05 / -6.33" s_squared=2.015 e_homo_ha="-0.4624 / -0.4982" spin_multiplicity=3 e_tot_ev=-17789.2774 charge=+1 e_above_lowest_kcal_mol=2.4
O 0.310 1.712 -1.639 0.02
C -0.321 0.806 -2.464 -0.23
C -1.536 0.868 -3.009 0.02
H 0.296 -0.088 -2.601 0.15
H -1.861 0.028 -3.625 0.10
H -2.115 1.793 -2.992 0.10
O 0.156 -1.649 0.853 0.02
C -0.556 -0.852 0.102 -0.44
O -1.387 -1.478 -0.604 -0.12
Pt -2.075 0.228 -0.568 1.32
O -1.261 1.784 -0.064 -0.20
C -0.025 1.674 -0.308 -0.21
H 0.741 2.189 0.285 0.18
C 1.375 -1.207 1.479 -0.20
H 2.086 -2.030 1.341 0.14
H 1.745 -0.335 0.926 0.12
C 1.143 -0.917 2.943 -0.05
H 0.383 -0.136 3.080 0.09
H 0.822 -1.824 3.472 0.09
H 2.081 -0.566 3.393 0.10

***

17
Properties=species:S:1:pos:R:3:lowdin_charge:R:1 method="wB97M-V/def2-TZVPD" smiles="O=P[C@@H]1C=CCCC1" e_lumo_ev=-0.22 e_homo_ha=-0.3068 e_tot_ev=-17701.9587 e_above_lowest_kcal_mol=7.9
O -0.967 -2.263 2.338 -0.44
P -0.426 -0.948 2.550 0.92
C -1.166 0.280 1.214 -0.40
C -1.669 -0.424 0.049 -0.16
C -0.861 -0.925 -0.868 -0.10
C 0.607 -0.692 -1.003 -0.15
C 1.187 -0.043 0.319 -0.17
C 0.166 0.987 0.785 -0.25
H -1.743 0.935 1.855 0.09
H -2.642 -0.695 -0.234 0.09
H -1.493 -1.465 -1.609 0.11
H 0.760 -0.128 -1.868 0.10
H 1.199 -1.477 -1.244 0.07
H 1.220 -0.691 1.240 0.04
H 2.093 0.437 0.027 0.10
H -0.031 1.603 0.011 0.08
H 0.630 1.563 1.469 0.07